Entry from OMol25: the ion C4H9N2O with charge +1 at a distorted geometry (ωB97M-V/def2-TZVPD).

Values from the calculation:
**Largest force on an atom**: 0.1206 hartree/bohr
**Energy**: -342.2329 Ha
**SMILES**: C[C@@H]1C(=O)N[C@H]1[NH3+]
**Orbital gap**: 0.3670 Ha
**Relative energy (zero: lowest compared OMol25 entry of this formula, charge and spin)**: 3.383 eV

Structure (ORCA input):
```
! RIJCOSX wB97M-V def2-TZVPD def2/J DEFGRID3
* xyz 1 1
C 0.1424 0.1222 -2.0391
C 0.1485 0.5647 -0.5691
C 1.4590 0.2210 0.0372
O 2.5395 0.6120 -0.1865
N 1.0088 -0.6563 1.0335
C -0.5898 -0.4120 0.4643
N -1.2362 0.2216 1.6768
H -0.9027 0.1600 -2.4621
H 0.6384 -0.8413 -2.0927
H 0.7454 0.6946 -2.8353
H -0.1920 1.6189 -0.3024
H 1.3699 -1.5930 1.0477
H -1.0201 -1.3708 0.2870
H -0.7319 1.1054 1.9769
H -1.1613 -0.4560 2.4809
H -2.2179 0.0091 1.4830
*
```